1.
{"formula": "C3H4O2S", "method": "wB97M-V/def2-TZVPD", "symbols": ["C", "C", "C", "O", "O", "S", "H", "H", "H", "H"], "positions_angstrom": [[0.278, 0.375, 0.008], [-0.039, 1.626, 0.037], [-0.653, -0.770, -0.001], [-3.077, -0.105, 1.217], [-3.018, -0.053, -1.249], [-2.358, 0.220, 0.006], [1.322, 0.051, -0.015], [0.344, 2.615, 0.050], [-0.592, -1.371, -0.906], [-0.580, -1.398, 0.884]], "lowdin_charge": [-0.3130, 0.1332, -0.2067, -0.3728, -0.3730, 0.7872, 0.1186, 0.0416, 0.0921, 0.0929], "homo_lumo_gap_ev": [7.94, 8.47], "multiplicity": 1, "de_lowest_kcal_mol": 105.2, "total_charge": 0, "lumo_ev": [-1.7, -0.9], "energy_ha": -665.217978, "fmax_ha_per_bohr": 0.0280}



2.
{"formula": "C3H4O2S", "method": "wB97M-V/def2-TZVPD", "symbols": ["C", "C", "C", "S", "O", "O", "H", "H", "H", "H"], "positions_angstrom": [[0.387, 0.166, -0.581], [-0.273, -1.271, 0.194], [-0.989, -1.330, 1.327], [-0.831, -2.903, 0.556], [0.120, -3.832, 1.088], [-1.962, -3.382, -0.189], [0.396, 0.921, 0.184], [-0.282, 0.386, -1.400], [1.374, -0.096, -0.932], [-1.338, -0.651, 2.081]], "lowdin_charge": [0.0204, -0.2074, -0.0988, 0.6842, -0.3151, -0.3185, 0.0504, 0.0514, 0.0477, 0.0857], "homo_lumo_gap_ev": 10.92, "multiplicity": 1, "de_lowest_kcal_mol": 96.8, "total_charge": 0, "lumo_ev": 0.6, "energy_ha": -665.231308, "smiles": "CC1=CS1(=O)=O", "fmax_ha_per_bohr": 0.0821}



3.
{"formula": "C3H4O2S2", "method": "wB97M-V/def2-TZVPD", "symbols": ["O", "C", "S", "C", "S", "C", "O", "H", "H", "H", "H"], "positions_angstrom": [[3.443, -0.341, -0.728], [2.316, -0.333, -0.355], [1.324, 1.117, -0.107], [-0.060, 0.371, 0.889], [-0.897, -1.003, 0.012], [-2.157, -0.021, -0.771], [-2.339, 1.155, -0.642], [1.726, -1.191, -0.007], [-0.872, 1.042, 1.175], [0.355, -0.090, 1.805], [-2.839, -0.706, -1.269]], "lowdin_charge": [0.0062, -0.6302, 0.8828, -0.7291, 0.8708, -0.5961, -0.0067, 0.0448, 0.0403, 0.0454, 0.0717], "homo_lumo_gap_ev": 10.24, "multiplicity": 1, "de_lowest_kcal_mol": 14.5, "total_charge": 0, "lumo_ev": 0.4, "energy_ha": -1063.541006, "smiles": "O=CSCSC=O", "fmax_ha_per_bohr": 0.0290}



4.
{"formula": "C3H4O2Tl", "method": "wB97M-V/def2-TZVPD", "symbols": ["H", "O", "O", "C", "C", "C", "H", "H", "H", "Tl"], "positions_angstrom": [[1.076, 0.245, -0.645], [0.247, 0.487, 1.265], [-0.534, -1.400, 0.819], [-0.266, 0.695, -0.135], [-1.228, -0.481, -0.123], [0.461, -0.794, 1.409], [-0.819, 1.640, -0.048], [-2.236, -0.273, 0.251], [-1.315, -1.018, -1.075], [2.669, -1.488, 0.940]], "lowdin_charge": [0.2188, -0.1255, -0.0382, -0.0066, -0.0850, -0.4615, 0.1467, 0.1477, 0.1426, 1.0610], "homo_lumo_gap_ev": 8.92, "multiplicity": 1, "de_lowest_kcal_mol": 73.5, "total_charge": 1, "lumo_ev": -5.5, "energy_ha": -439.271545, "fmax_ha_per_bohr": 0.0974}



5.
{"formula": "C3H4O3", "method": "wB97M-V/def2-TZVPD", "symbols": ["C", "C", "C", "O", "O", "O", "H", "H", "H", "H"], "positions_angstrom": [[0.418, -2.518, -0.919], [0.150, -0.316, 0.397], [-0.317, 1.911, 0.245], [0.052, -2.745, -2.031], [0.171, -0.369, 1.591], [0.043, 0.686, -0.428], [0.795, -3.282, -0.252], [-1.107, 1.602, 0.951], [-0.766, 2.588, -0.449], [0.560, 2.442, 0.894]], "lowdin_charge": [-0.0330, -0.3452, -0.0559, 0.0314, 0.0808, -0.0560, 0.0661, 0.0876, 0.0725, 0.1517], "homo_lumo_gap_ev": [8.46, 8.70], "multiplicity": 1, "de_lowest_kcal_mol": 104.6, "total_charge": 0, "lumo_ev": [0.0, 0.2], "energy_ha": -342.289264, "fmax_ha_per_bohr": 0.0598}



6.
{"formula": "C3H4O3", "method": "wB97M-V/def2-TZVPD", "symbols": ["C", "O", "C", "O", "C", "O", "H", "H", "H", "H"], "positions_angstrom": [[-1.669, 0.080, 0.479], [-0.306, -0.292, 0.825], [0.530, -0.199, -0.221], [0.177, 0.125, -1.330], [2.055, -0.137, -0.278], [2.739, 0.392, 0.553], [-2.264, -0.032, 1.384], [-1.727, 1.119, 0.147], [-2.026, -0.572, -0.318], [2.491, -0.484, -1.240]], "lowdin_charge": [-0.0284, -0.0065, -0.4342, 0.1062, -0.1614, 0.0958, 0.0946, 0.0992, 0.0947, 0.1401], "homo_lumo_gap_ev": 10.57, "multiplicity": 1, "de_lowest_kcal_mol": 37.7, "total_charge": 0, "lumo_ev": 0.2, "energy_ha": -342.395924, "smiles": "COC(=O)C=O", "fmax_ha_per_bohr": 0.0371}



7.
{"formula": "C3H4O3", "method": "wB97M-V/def2-TZVPD", "symbols": ["C", "C", "C", "O", "O", "O", "H", "H", "H", "H"], "positions_angstrom": [[0.434, 1.188, 0.169], [0.154, -0.051, -0.059], [-1.328, -0.584, -0.004], [2.504, 0.647, 0.215], [1.003, -0.961, -0.274], [2.342, -0.398, -0.587], [0.015, 2.130, 0.571], [-1.508, -1.657, 0.262], [-1.753, -0.397, -0.984], [-1.864, 0.083, 0.691]], "lowdin_charge": [0.2457, -0.4912, 0.0248, -0.1016, 0.0432, -0.0873, 0.1026, 0.1043, 0.0777, 0.0819], "homo_lumo_gap_ev": [8.13, 8.14], "multiplicity": 1, "de_lowest_kcal_mol": 221.8, "total_charge": 0, "lumo_ev": [-0.8, -0.8], "energy_ha": -342.102507, "fmax_ha_per_bohr": 0.0849}



8.
{"formula": "C3H4O3", "method": "wB97M-V/def2-TZVPD", "symbols": ["O", "C", "C", "O", "C", "O", "H", "H", "H", "H"], "positions_angstrom": [[-1.720, -1.000, 0.228], [-0.674, -0.756, 0.773], [0.129, 0.688, 0.764], [0.156, 1.134, -0.600], [0.361, 0.101, -1.404], [0.616, -1.007, -0.994], [-0.117, -1.557, 1.302], [-0.127, 1.625, 1.300], [1.143, 0.425, 1.088], [0.233, 0.348, -2.456]], "lowdin_charge": [0.0523, -0.2364, -0.0741, -0.0135, -0.3220, 0.0658, 0.1255, 0.1337, 0.1134, 0.1554], "homo_lumo_gap_ev": 10.81, "multiplicity": 1, "de_lowest_kcal_mol": 41.7, "total_charge": 0, "lumo_ev": 0.9, "energy_ha": -342.389528, "smiles": "O=CCOC=O", "fmax_ha_per_bohr": 0.0258}



9.
{"formula": "C3H4O3", "method": "wB97M-V/def2-TZVPD", "symbols": ["C", "C", "C", "H", "H", "H", "H", "O", "O", "O"], "positions_angstrom": [[-0.413, 0.230, -0.369], [0.456, -1.005, 0.091], [0.877, 0.866, -0.069], [-2.011, 0.649, 1.127], [-0.586, 0.040, -1.302], [0.339, -1.810, -0.552], [0.103, -1.459, 1.004], [-1.648, 0.642, 0.012], [1.822, -0.198, 0.016], [1.061, 2.044, 0.042]], "lowdin_charge": [-0.3213, -0.0008, -0.4507, 0.2599, 0.1062, 0.0888, 0.1173, -0.0248, 0.0657, 0.1597], "homo_lumo_gap_ev": 10.42, "multiplicity": 1, "de_lowest_kcal_mol": 91.6, "total_charge": 0, "lumo_ev": 0.2, "energy_ha": -342.309966, "fmax_ha_per_bohr": 0.1280}



10.
{"formula": "C3H4O3", "method": "wB97M-V/def2-TZVPD", "symbols": ["O", "C", "C", "O", "C", "O", "H", "H", "H", "H"], "positions_angstrom": [[2.018, 0.580, -0.256], [1.259, -0.357, 0.457], [-0.230, -0.241, 0.397], [-0.602, 0.654, -0.479], [-2.015, 0.149, -0.327], [-2.445, -0.666, -1.063], [1.471, 0.897, -0.988], [1.534, -1.403, 0.228], [1.488, -0.271, 1.521], [-2.479, 0.657, 0.508]], "lowdin_charge": [-0.0433, -0.2602, -0.0166, 0.0074, -0.2858, 0.1187, 0.0834, 0.1335, 0.1236, 0.1394], "homo_lumo_gap_ev": 9.91, "multiplicity": 1, "de_lowest_kcal_mol": 94.3, "total_charge": 0, "lumo_ev": 0.5, "energy_ha": -342.305702, "fmax_ha_per_bohr": 0.0221}



11.
{"formula": "C3H4O3", "method": "wB97M-V/def2-TZVPD", "symbols": ["O", "C", "C", "O", "C", "O", "H", "H", "H", "H"], "positions_angstrom": [[-0.848, -1.909, -0.046], [-0.140, -1.009, -0.253], [0.631, 0.065, -0.377], [0.981, 0.748, 0.786], [-0.016, 0.969, 1.665], [-1.165, 0.654, 1.519], [1.152, 0.356, -1.275], [0.416, 1.449, 2.548], [-0.403, -1.010, -2.370], [-0.607, -0.314, -2.197]], "lowdin_charge": [0.1857, -0.2528, -0.1550, 0.0010, -0.3212, 0.0960, 0.1081, 0.1493, 0.0986, 0.0903], "homo_lumo_gap_ev": 9.54, "multiplicity": 1, "de_lowest_kcal_mol": 78.5, "total_charge": 0, "lumo_ev": 0.4, "energy_ha": -342.330882, "smiles": "O=C=COC=O.[H][H]", "fmax_ha_per_bohr": 0.0185}



12.
{"formula": "C3H4O3", "method": "wB97M-V/def2-TZVPD", "symbols": ["C", "O", "C", "O", "C", "O", "H", "H", "H", "H"], "positions_angstrom": [[-0.066, -0.613, 1.595], [0.041, 0.482, 0.674], [0.174, 0.077, -0.601], [0.512, -1.003, -0.997], [-0.370, 1.165, -1.595], [0.497, 1.935, -1.189], [-0.165, -0.145, 2.574], [-0.952, -1.221, 1.367], [0.825, -1.243, 1.550], [-0.645, 1.545, -2.626]], "lowdin_charge": [-0.0355, -0.0461, -0.5063, 0.1279, -0.0250, 0.0438, 0.0963, 0.1022, 0.0961, 0.1465], "homo_lumo_gap_ev": 9.87, "multiplicity": 1, "de_lowest_kcal_mol": 77.6, "total_charge": 0, "lumo_ev": 0.2, "energy_ha": -342.332298, "smiles": "COC(=O)C=O", "fmax_ha_per_bohr": 0.0856}